(1)
C25H31AsN2O5PdSSi as an isolated structure, computed with ωB97M-V with the def2-TZVPD basis set.

```
67
Properties=species:S:1:pos:R:3:forces:R:3:lowdin_charge:R:1
Pd -0.158642 0.859303 0.442781 0.3 -0.5 0.0 0.75
As -0.121118 1.408340 -3.047513 0.1 0.0 0.0 0.82
S -1.500898 1.238000 -1.378041 -0.1 0.1 0.0 0.27
Si -1.871893 3.010030 2.042083 0.0 0.0 0.0 0.50
O 1.495788 0.578645 -0.627073 -0.1 -0.1 0.3 -0.22
O 6.678359 -1.275001 -3.359874 0.0 0.0 0.0 0.12
O 1.664274 -0.035418 1.470745 -0.3 0.3 -0.4 -0.01
O -1.248699 -1.457132 1.383164 -0.2 0.2 0.0 0.05
O 4.707196 -0.579771 -3.888674 0.0 0.0 0.0 0.07
N 5.550187 -0.945204 -3.088258 0.1 0.1 0.0 -0.35
N -1.810538 1.166442 1.600534 -0.1 0.1 0.2 -0.05
C -0.882309 -2.775619 0.962461 0.0 0.0 0.0 -0.24
C -4.937196 -0.282471 2.689937 0.0 0.0 0.0 0.00
C -0.162179 -3.547059 1.845795 0.0 0.0 0.0 0.02
C -2.692795 0.304763 1.959422 0.4 -0.1 -0.2 -0.21
C -2.093415 3.062833 3.886202 0.0 0.1 0.0 -0.15
C 5.153262 -0.971729 -1.664424 0.0 0.0 0.0 -0.11
C -3.977371 0.645487 2.565237 -0.1 0.0 0.0 0.02
C 3.517041 -0.500065 -0.007788 0.0 0.0 0.1 -0.12
C 0.229160 -4.807663 1.411712 0.0 0.0 0.0 -0.04
C 6.008735 -1.506189 -0.717956 0.0 0.0 0.0 0.04
C 1.198137 2.783230 -2.808054 -0.1 0.0 0.0 -0.21
C -1.212625 -3.160031 -0.320830 0.0 0.0 0.0 -0.01
C -3.513105 -2.078134 1.768637 -0.1 0.0 0.1 0.05
C 0.699983 -0.270554 -3.494383 -0.1 0.0 0.0 -0.22
C -4.701340 -1.644714 2.281440 0.1 0.0 0.0 0.06
C -1.238087 1.924998 -4.517704 0.0 0.0 0.0 -0.23
C 5.594252 -1.540059 0.607976 0.0 0.0 0.0 -0.02
C -0.210787 3.700391 1.585571 0.0 0.0 0.0 -0.18
C 4.350797 -1.043550 0.966740 0.0 0.0 0.0 0.02
C -2.465957 -1.151934 1.667071 0.2 -0.1 -0.1 -0.13
C -0.806984 -4.422964 -0.731964 0.0 0.0 0.0 -0.04
C -3.230348 3.734872 1.004879 0.1 0.0 0.0 -0.15
C 3.919326 -0.460615 -1.335120 0.0 0.0 0.0 0.06
C 2.184097 0.025727 0.331715 -0.1 0.1 0.0 -0.53
C -0.093782 -5.242127 0.133327 0.0 0.0 0.0 -0.05
H -4.238256 3.429359 1.280990 0.0 0.0 0.0 0.04
H 6.973639 -1.886171 -1.021785 0.0 0.0 0.0 0.13
H -0.623058 2.005342 -5.413332 0.0 0.0 0.0 0.06
H 1.934121 2.684249 -3.605797 0.0 0.0 0.0 0.06
H -3.345116 -3.113166 1.510855 0.0 0.0 0.0 0.14
H 6.247901 -1.958795 1.359925 0.0 0.0 0.0 0.12
H 0.091479 -3.176396 2.829456 0.0 0.0 0.0 0.14
H -2.125840 4.115228 4.183400 0.0 0.0 0.0 0.06
H -1.696969 2.885855 -4.295917 0.0 0.0 0.0 0.05
H 1.675711 2.670592 -1.839787 0.0 0.0 0.0 0.03
H 0.789704 -5.449010 2.077609 0.0 0.0 0.0 0.12
H 0.216327 -6.225229 -0.192598 0.0 0.0 0.0 0.12
H 0.627638 3.126741 1.987964 0.0 0.0 0.0 0.04
H -3.072517 3.504578 -0.050397 0.0 0.0 0.0 0.02
H 1.554901 -0.091135 -4.147246 0.0 0.0 0.0 0.06
H -1.759968 -2.491644 -0.974349 0.0 0.0 0.0 0.13
H -0.086243 3.809294 0.507888 0.0 0.0 0.0 0.02
H -4.158301 1.670189 2.846359 0.0 0.0 0.0 0.09
H -2.007789 1.170538 -4.665077 0.0 0.0 0.0 0.05
H -1.048905 -4.764872 -1.728909 0.0 0.0 0.0 0.12
H 1.024582 -0.759293 -2.581948 0.0 0.0 0.0 0.02
H -2.992866 2.592399 4.278779 0.0 0.0 0.0 0.03
H -5.906692 -0.026403 3.093496 0.0 0.0 0.0 0.13
H -5.503535 -2.360633 2.415634 0.0 0.0 0.0 0.14
H 0.700149 3.748156 -2.883709 0.0 0.0 0.0 0.05
H -0.145976 4.698114 2.030822 0.0 0.0 0.0 0.06
H -3.183154 4.822741 1.108568 0.0 0.0 0.0 0.06
H 3.288744 -0.051374 -2.107102 0.0 0.0 0.0 0.11
H -1.231163 2.621552 4.390500 0.0 0.0 0.0 0.05
H 4.020942 -1.066032 1.996698 0.0 0.0 0.0 0.13
H -0.040015 -0.879829 -4.010760 0.0 0.0 0.0 0.05
```
Forces are in eV/Å.

The charge is +2. Its energy above the lowest of the compared OMol25 structures with the same formula, charge and spin is 0.0000 eV. For the lowest unoccupied orbital energy, the calculation gives -8.79 eV.

(2)
C25H31BF4N7OSZr as an isolated structure, computed with ωB97M-V with the def2-TZVPD basis set.

```
71
Properties=species:S:1:pos:R:3:forces:R:3:lowdin_charge:R:1
Zr 0.264246 0.404576 -0.432089 1.4 0.3 0.6 1.78
S 1.378746 -1.863324 0.310611 0.2 0.2 -0.2 0.79
F -1.651654 -0.396324 -3.099289 -0.4 0.1 -0.7 0.24
F 0.494746 -0.407824 -2.349489 0.2 -0.3 -0.7 -0.02
F -0.611754 -2.422124 -2.801189 0.3 -0.8 -0.4 0.26
F -1.180554 -1.113024 -1.029089 -0.3 -0.2 0.0 -0.02
O -0.517854 -0.040724 1.330811 -0.4 -0.5 1.5 -0.35
N -2.033754 -3.256324 0.753711 -0.3 -0.1 0.2 0.02
N 1.151946 1.985576 0.944511 -0.2 0.8 0.3 -0.03
N 0.027146 -0.790524 2.299311 0.5 -0.6 0.3 -0.17
N -2.042954 -6.467824 -1.309489 0.1 -0.3 -0.2 0.20
N 0.334446 2.401276 -1.658789 0.0 0.0 0.0 -0.24
N -1.836954 1.395276 -0.520489 -0.2 0.2 -0.3 -0.01
N 2.529246 0.837376 -0.994589 0.3 0.0 -0.4 -0.03
C 4.006546 2.125176 -2.382889 -0.2 -0.1 0.2 0.02
C -1.558054 -4.330224 -0.085789 0.0 -0.3 -0.2 -0.27
C 0.264946 -1.227324 4.610011 0.1 -0.1 -0.3 -0.01
C 5.119146 1.487876 -1.861289 -0.2 -0.1 0.1 0.01
C -4.451754 1.829376 -1.385989 0.3 0.0 0.0 0.01
C 0.773446 3.239276 0.677811 0.2 0.3 0.0 -0.22
C 1.305246 -2.118824 4.320911 -0.2 0.1 -0.1 -0.01
C -0.361154 -0.587324 3.572011 -0.3 0.2 0.4 0.00
C -2.885954 1.043976 0.238111 -0.5 -0.2 0.4 -0.08
C 3.620446 0.245676 -0.477889 0.3 -0.3 0.3 -0.13
C -2.087054 2.006076 -1.689289 -0.1 0.4 -0.3 -0.25
C 4.913646 0.530976 -0.877589 -0.1 0.1 -0.1 -0.01
C 1.685146 1.724976 2.148911 0.2 0.0 0.3 -0.09
C 1.746046 2.663476 3.159911 0.0 -0.2 -0.3 0.00
C 2.740346 1.785676 -1.920389 0.1 0.3 -0.2 -0.23
C 1.004546 -1.677624 1.965911 -0.3 0.0 0.2 -0.62
C -4.200154 1.241376 -0.151989 0.4 0.0 0.0 0.00
C 1.302746 3.956076 2.902411 0.0 -0.1 -0.3 0.01
C -0.877554 2.404476 -2.500389 -0.6 0.0 -0.5 -0.11
C 0.270646 3.542276 -0.715089 -0.1 0.6 0.5 -0.08
C 1.533846 2.467076 -2.518889 0.6 0.0 -0.5 -0.09
C 1.650846 -2.355424 3.011911 -0.1 0.1 -0.2 -0.04
C -2.635954 -5.367624 -0.492889 -0.1 1.0 0.6 -0.13
C 0.854946 4.255876 1.627711 0.0 -0.2 0.0 0.03
C -3.375554 2.239276 -2.155789 0.2 -0.1 0.3 0.03
B -0.791754 -1.170324 -2.423889 -0.6 -0.1 -0.2 -1.26
H -1.175454 0.112676 3.706011 0.1 0.0 -0.1 0.15
H -5.008754 0.939676 0.496311 0.0 0.0 0.1 0.12
H 1.326546 1.973076 -3.479789 -0.1 0.1 0.3 0.15
H 3.451446 -0.503124 0.290211 0.0 0.2 -0.2 0.05
H -1.651554 -6.088124 -2.183489 -0.1 -0.3 0.2 0.18
H 2.139446 2.392776 4.124511 0.1 -0.1 0.1 0.13
H 4.116546 2.881476 -3.141889 0.0 0.2 -0.1 0.13
H 2.442646 -3.038824 2.749511 0.1 -0.1 0.0 0.12
H -1.139854 -3.887024 -0.993789 0.1 -0.1 0.1 0.10
H 1.334646 4.711876 3.673111 0.0 0.1 0.0 0.13
H -2.650754 0.577876 1.189511 0.0 0.1 -0.2 0.11
H -0.031754 -1.028024 5.626911 -0.1 0.0 0.0 0.13
H -3.104754 -5.798224 0.393411 0.1 -0.1 -0.1 0.14
H 5.746646 0.011676 -0.429789 0.0 -0.1 0.1 0.13
H -0.766354 1.678776 -3.316589 0.1 0.2 0.2 0.13
H -1.039654 3.389876 -2.963189 0.1 -0.2 0.1 0.16
H 0.845146 4.397676 -1.096889 -0.1 -0.2 -0.1 0.15
H -5.459454 1.971276 -1.743889 -0.1 0.1 0.0 0.13
H 2.098246 0.727776 2.281011 -0.2 0.1 0.1 0.12
H -3.405054 -4.871124 -1.086689 0.0 -0.2 -0.1 0.14
H -1.285754 -6.933324 -0.790389 -0.1 0.1 -0.2 0.18
H -2.742954 -7.186224 -1.545789 0.2 0.2 0.0 0.19
H -3.530154 2.725276 -3.105489 0.0 0.1 -0.1 0.14
H 1.827946 -2.621024 5.117911 0.1 -0.1 0.1 0.13
H -0.766454 3.887676 -0.623589 0.2 -0.1 -0.1 0.15
H 0.560646 5.261976 1.376411 -0.1 0.1 -0.1 0.14
H -2.759454 -2.708924 0.301411 0.1 0.0 0.1 0.08
H 6.113946 1.737776 -2.201589 0.0 0.0 0.0 0.13
H -0.752554 -4.830724 0.460711 0.0 -0.1 -0.2 0.12
H -2.397054 -3.616324 1.628911 -0.1 0.1 0.0 0.09
H 1.791246 3.511476 -2.753089 -0.2 -0.3 0.0 0.15
```
Forces are in eV/Å.

The charge is +3. Its energy above the lowest of the compared OMol25 structures with the same formula, charge and spin is 0.7032 eV. For the lowest unoccupied orbital energy, the calculation gives -8.02 eV.

(3)
C25H31BInN8Te as an isolated structure, computed with ωB97M-V with the def2-TZVPD basis set.

```
67
Properties=species:S:1:pos:R:3:forces:R:3:lowdin_charge:R:1
Te 3.008880 -1.450559 0.296023 0.2 0.3 -0.2 1.38
In 0.396105 -0.317202 0.149047 -1.2 -0.9 -0.9 0.84
N -3.551585 -3.311407 -1.825345 -0.2 -0.2 0.3 0.10
N -0.945677 -2.889476 -0.750683 0.0 -0.1 0.0 0.03
N -2.578771 -2.774734 -2.611654 0.4 0.2 -0.1 -0.02
N -1.736717 0.082263 -0.248941 1.0 0.3 0.7 -0.02
N 0.384928 -0.423667 -2.061529 0.5 0.2 0.5 -0.03
N -0.339512 -2.385348 0.353606 0.5 0.6 0.2 -0.05
N -0.386998 -1.352889 -2.682484 0.0 0.0 -0.2 0.05
N -2.298768 -0.772479 -1.150709 0.0 0.0 0.0 0.05
C 1.235113 0.098791 -2.954778 0.0 -0.1 -0.3 -0.33
C -2.355797 2.076468 1.095971 0.2 -0.1 0.0 -0.01
C 7.185063 -0.680144 0.070852 0.0 0.1 0.1 0.02
C 0.579570 -3.197060 2.518915 0.0 0.1 -0.1 -0.03
C -4.339513 -4.021627 -2.611260 0.3 0.2 -0.3 -0.33
C 6.550662 -0.197628 2.341311 0.1 0.0 0.0 0.02
C 1.016117 -0.513783 -4.185258 0.0 0.1 0.1 0.03
C -0.521445 -4.581730 0.612039 0.1 0.1 0.0 0.03
C 5.514371 -0.951466 -1.763538 0.0 0.0 0.1 -0.06
C 8.990669 -0.402490 1.805026 0.1 0.0 0.1 -0.01
C 4.182219 0.035214 3.071331 0.1 -0.1 0.0 -0.05
C -0.008450 -1.415427 -3.966150 0.1 0.0 0.0 0.00
C 5.863711 -0.762005 -0.315130 0.0 -0.3 -0.1 -0.31
C -3.837259 0.708657 -0.545021 0.1 0.0 0.1 0.03
C 2.179488 1.201102 -2.606746 -0.1 -0.1 0.1 -0.02
C 4.880052 -0.622634 0.691909 -0.5 0.1 0.1 -0.46
C -3.876937 -3.953463 -3.950946 -0.2 0.0 0.1 0.00
C -2.772372 -3.154452 -3.908599 0.0 0.0 0.0 -0.06
C 7.556224 -0.433915 1.398379 -0.2 0.0 0.0 -0.20
C -1.062764 -4.215207 -0.605888 0.1 -0.1 0.0 -0.01
C -0.075499 -3.395718 1.192927 -0.1 -0.3 -0.1 -0.34
C 5.211155 -0.256568 2.014644 -0.1 0.0 0.1 -0.30
C -5.535095 -4.740089 -2.088316 0.0 0.0 0.2 -0.02
C -2.648769 0.981884 0.127550 -0.3 0.1 -0.1 -0.31
C -3.572545 -0.393697 -1.333757 0.0 0.2 0.1 0.00
B -1.555865 -1.962420 -1.847205 -0.5 -0.4 -0.2 -0.62
H -6.043614 -5.273013 -2.887096 0.0 0.0 0.0 0.08
H 2.806486 1.431931 -3.463908 0.0 0.0 0.0 0.10
H 1.523530 -0.309073 -5.112086 0.0 0.0 0.0 0.13
H -1.516590 -4.832123 -1.362294 -0.1 0.1 0.0 0.14
H -6.231683 -4.040789 -1.625799 0.0 0.0 -0.1 0.08
H 1.659158 -3.357750 2.455441 0.0 0.0 0.0 0.06
H -4.319539 -4.418820 -4.815434 0.1 0.0 0.0 0.11
H 3.171500 0.077284 2.661865 0.0 0.0 0.1 0.02
H 1.630784 2.104184 -2.333759 0.0 0.0 0.0 0.10
H 4.397053 0.996148 3.537930 0.0 0.0 0.0 0.10
H -4.228133 -0.917720 -2.006421 0.1 -0.1 0.0 0.14
H 0.394156 -2.195395 2.910761 0.0 0.0 0.0 0.08
H 9.182301 -1.169112 2.559215 0.0 0.0 0.0 0.10
H 6.827445 0.023733 3.365829 0.0 0.0 0.0 0.14
H -3.251445 2.667484 1.264287 0.0 0.0 0.0 0.10
H -0.446061 -2.102902 -4.663683 -0.1 0.0 0.0 0.12
H -2.028813 1.676218 2.058083 0.0 0.0 0.0 0.09
H 9.657793 -0.570840 0.963683 0.0 0.0 0.0 0.09
H -5.248355 -5.451292 -1.313179 0.0 -0.1 -0.1 0.08
H -4.765936 1.245260 -0.459716 0.0 0.0 0.0 0.12
H 2.829212 0.935364 -1.767600 0.0 0.0 0.0 0.04
H 4.738728 -1.710855 -1.908961 0.0 0.0 0.0 0.05
H 9.237673 0.554318 2.268699 0.0 0.0 0.0 0.10
H -1.579872 2.742386 0.712300 0.0 0.0 0.0 0.09
H 7.955021 -0.811407 -0.679055 0.0 0.0 0.0 0.13
H 5.145347 -0.011439 -2.179480 0.0 0.0 0.0 0.09
H -2.145747 -2.837682 -4.720159 0.0 0.0 0.0 0.10
H 0.192205 -3.921189 3.232069 0.0 0.0 0.0 0.10
H -0.460217 -5.570695 1.032259 -0.1 0.0 0.0 0.13
H 6.390398 -1.248463 -2.334279 0.0 0.0 0.0 0.10
H 4.210262 -0.719569 3.858738 -0.1 0.0 0.0 0.10
```
Forces are in eV/Å.

The charge is +2. The expectation value of S² is 0.76. For the lowest unoccupied orbital energy (spin up / spin down), the calculation gives -8.36 / -9.26 eV. As for the spin multiplicity: 2.

(4)
C25H31BaClN2OSi as an isolated structure, computed with ωB97M-V with the def2-TZVPD basis set.

```
62
Properties=species:S:1:pos:R:3:forces:R:3:lowdin_charge:R:1
Ba -2.373180 1.242669 -0.395501 0.4 0.1 -0.1 1.66
Cl -3.918786 -5.561779 3.309462 0.0 0.0 0.0 0.64
Si 0.473119 -0.088760 -1.521480 0.0 0.1 0.1 0.58
O -3.675949 -0.616702 0.193873 -0.1 -0.1 0.1 -0.47
N -1.466473 0.145427 2.010856 0.0 0.0 -0.2 -0.01
N -1.038373 2.824571 1.498674 0.0 0.0 0.1 -0.04
C 2.301231 1.648045 -0.256474 0.0 0.0 0.0 -0.13
C 1.362844 -2.377808 -3.130942 0.0 0.0 0.0 -0.11
C -4.528532 -2.774985 0.514119 0.0 0.0 0.1 -0.01
C 0.346191 -1.233070 -3.097199 -0.1 0.0 0.0 -0.69
C -0.381877 0.802445 2.634120 -0.1 -0.1 0.0 -0.22
C 1.772993 2.195187 3.821574 0.0 0.1 0.0 -0.03
C -0.842341 4.093867 1.241528 0.0 0.1 0.0 -0.16
C 1.016976 4.263018 2.703804 0.0 0.0 0.0 0.00
C 1.007825 -1.343408 -0.160966 0.0 0.0 0.0 -0.25
C -3.813008 -4.087644 2.390404 0.0 0.0 0.0 -0.68
C -2.866887 -1.887913 2.041526 0.1 0.0 0.1 -0.13
C -2.970976 -3.083043 2.781697 0.0 0.0 0.0 -0.07
C -3.676721 -1.705870 0.886133 -0.1 0.0 0.0 -0.39
C -1.056795 -1.856330 -3.061875 0.0 0.0 0.0 -0.15
C 0.466279 -0.424921 -4.389680 0.0 0.0 0.0 -0.13
C -4.594844 -3.935388 1.241356 0.0 0.0 0.0 -0.10
C 0.167381 4.874918 1.833129 -0.1 0.0 -0.1 -0.04
C 0.566860 0.156573 3.389968 0.0 0.1 0.0 -0.02
C -1.887700 -0.949368 2.541120 -0.1 0.0 0.0 -0.09
C 0.862185 2.890296 2.991936 0.1 0.0 0.0 -0.16
C 2.029941 1.093077 -1.659768 0.0 0.0 0.0 -0.69
C 1.727591 2.288660 -2.566512 0.0 0.0 0.0 -0.13
C 3.308532 0.416840 -2.155767 0.0 0.0 0.0 -0.11
C 1.633219 0.852930 3.993943 0.0 -0.1 0.0 -0.06
C -0.205991 2.199539 2.380722 0.0 -0.1 -0.1 -0.18
H -0.211839 0.434644 -4.391246 0.0 0.0 0.0 0.07
H 2.392476 -2.018911 -3.129716 0.0 0.0 0.0 0.06
H -1.179426 -2.579292 -3.877693 0.0 0.0 0.0 0.08
H 1.511326 1.988268 -3.593738 0.0 0.0 0.0 0.06
H 1.997007 -1.778871 -0.335936 0.0 0.0 0.0 0.02
H -1.250459 -2.382212 -2.122610 0.0 0.0 0.0 0.07
H 1.828870 4.808200 3.169463 0.0 0.0 0.0 0.12
H 0.861087 2.849140 -2.199230 0.0 0.0 0.0 0.05
H 1.243333 -3.043970 -2.274580 0.0 0.0 0.0 0.07
H 0.292391 -2.169821 -0.109687 0.0 0.0 0.0 0.02
H 1.226217 -2.982355 -4.036830 0.0 0.0 0.0 0.08
H -2.360248 -3.208967 3.667390 0.0 0.0 0.0 0.11
H 0.520242 -0.917428 3.502919 0.0 0.0 0.0 0.11
H 2.349705 0.300402 4.586964 0.0 0.0 0.0 0.11
H 1.480588 -0.048086 -4.544354 -0.1 0.0 0.0 0.06
H -1.511949 4.547735 0.515069 0.0 0.0 0.0 0.10
H -5.252086 -4.739447 0.937218 0.0 0.0 0.0 0.11
H 3.105523 2.394877 -0.288939 0.0 0.0 0.0 0.08
H -1.456578 -1.256560 3.498863 -0.1 0.0 0.0 0.12
H 2.580304 2.979364 -2.594645 0.0 0.0 0.0 0.08
H 4.158415 1.110084 -2.098456 0.0 0.0 0.0 0.08
H 1.023610 -0.872811 0.824057 0.0 0.0 0.0 -0.02
H 2.590469 2.738326 4.278053 0.0 0.0 0.0 0.12
H 0.267078 5.919538 1.576319 0.0 0.0 0.0 0.11
H 3.224670 0.095957 -3.196234 0.0 0.0 0.0 0.06
H -1.834213 -1.094228 -3.178779 0.0 0.0 0.0 0.05
H 1.414576 2.141238 0.152660 -0.1 0.0 0.0 0.05
H -5.131621 -2.637381 -0.373229 0.0 0.0 0.0 0.12
H 3.561095 -0.459466 -1.554047 0.0 0.0 0.0 0.07
H 0.212938 -1.046031 -5.258191 0.0 0.0 0.0 0.08
H 2.601766 0.866991 0.445387 0.0 0.0 0.0 0.07
```
Forces are in eV/Å.

Its energy above the lowest of the compared OMol25 structures with the same formula, charge and spin is 0.0000 eV. For the lowest unoccupied orbital energy, the calculation gives -0.68 eV.